# C5H25NO9

8 unconnected molecules or ions with the total composition C5H25NO9 in a non-equilibrium geometry (ωB97M-V with the def2-TZVPD basis set, the OMol25 dataset).

Computed properties:
SMILES: C[C@H](C(=O)O)N(C)C.O.O.O.O.O.O.O
Orbital gap (eV): 9.21
Energy relative to the best compared isomer or geometry (same formula, charge and spin) (kJ/mol): 133.32
Total energy (eV): -25508.31415
LUMO level (eV): 0.200
Spin multiplicity: 1

Last column: Löwdin charge in e.
Cartesian coordinates (Å):
C  0.12109  0.91284  2.32221  -0.065
N  1.12162  1.76617  1.67993  -0.208
C  1.26917  3.07071  2.31290  -0.097
C  -0.35703  2.26238  -0.43016  0.002
C  1.01498  1.96465  0.22666  -0.278
C  1.48454  0.61925  -0.32578  -0.450
O  2.64265  0.72453  -0.97929  0.122
O  0.84626  -0.41244  -0.38100  0.075
H  -0.51146  1.47059  3.02352  0.087
H  -0.63143  0.61137  1.59864  0.049
H  0.61147  0.09591  2.84199  0.094
H  2.18644  3.52923  1.98847  0.080
H  0.43720  3.76825  2.09906  0.086
H  1.15022  3.01093  3.39614  0.083
H  -0.13112  2.23731  -1.49171  0.078
H  -0.74592  3.21829  -0.09246  0.080
H  -1.08663  1.54579  -0.06606  0.066
H  1.71888  2.71774  -0.10445  0.141
H  3.12537  -0.08985  -1.21545  0.089
H  -1.26978  -1.85405  -3.28866  0.041
H  -1.17029  -2.05377  -1.86438  -0.012
O  -1.65604  -1.48040  -2.48480  -0.076
H  -3.97696  0.08837  1.37279  0.060
H  -4.61203  -0.48292  0.12682  0.067
O  -3.97176  -0.69743  0.81427  -0.031
H  -0.93632  -0.84919  0.20431  -0.001
H  -2.34475  -1.38887  0.51775  0.017
O  -1.40803  -1.65854  0.45312  -0.095
H  -1.30526  -2.77998  2.24858  0.009
H  -1.62905  -3.75731  1.15556  0.010
O  -1.43473  -3.71857  2.09303  -0.071
H  -0.37255  0.72405  -3.30051  0.008
H  0.66413  1.56535  -3.90281  0.030
O  -0.22338  1.24390  -4.10692  -0.062
H  0.16764  -3.36966  -0.31495  0.034
H  0.93835  -2.39995  -1.19744  -0.001
O  0.42630  -3.21967  -1.23318  -0.059
H  3.24386  -2.26877  -0.42464  0.065
H  3.26511  -2.70195  -1.94057  0.066
O  3.33921  -1.96428  -1.33053  -0.033



# C7H17NO

2 unconnected molecules or ions with the total composition C7H17NO in a non-equilibrium geometry (ωB97M-V with the def2-TZVPD basis set, the OMol25 dataset).

Computed properties:
SMILES: CCN(C)C(C)=O.CC
Orbital gap (eV): 9.48
Energy relative to the best compared isomer or geometry (same formula, charge and spin) (kJ/mol): 347.28
Total energy (eV): -11069.53899
LUMO level (eV): 0.775
Spin multiplicity: 1

Last column: Löwdin charge in e.
Cartesian coordinates (Å):
C  -0.74501  -0.74381  -1.92061  -0.258
C  0.36454  0.36041  -2.32266  -0.066
C  0.11934  -0.86795  0.55874  -0.062
C  -3.27131  -0.99193  -1.30859  -0.033
C  -2.35348  -1.19562  -0.13618  -0.463
O  -2.53135  -1.45680  1.02948  0.058
N  -0.94108  -1.00300  -0.51511  -0.141
H  -1.54471  -0.57698  -2.58411  0.064
H  -0.30265  -1.69222  -2.28495  0.114
H  0.15446  1.17745  -2.97502  0.029
H  1.21340  -0.07764  -2.83755  0.044
H  1.04658  -1.13904  -0.11866  0.113
H  -3.32449  0.01630  -1.82524  0.111
H  0.73056  0.85472  -1.20979  0.125
H  0.04968  0.20414  1.01511  0.093
H  0.25302  -1.65722  1.35082  0.089
H  -2.97398  -1.84998  -1.86941  0.081
H  -4.31644  -0.92090  -0.87555  0.107
C  1.80282  2.02775  2.53216  -0.154
C  2.78435  0.84729  2.21904  -0.152
H  2.25333  2.97251  2.19354  0.064
H  0.81323  1.84080  2.15565  0.029
H  1.62402  2.25458  3.57245  0.049
H  3.22790  1.08150  1.20629  0.075
H  2.28975  -0.11961  2.02352  0.033
H  3.57748  0.65525  2.92662  0.049



# C3H2AuLiO3

A molecular structure, C3H2AuLiO3 in a non-equilibrium geometry (ωB97M-V with the def2-TZVPD basis set, the OMol25 dataset).

Computed properties:
⟨S²⟩: 3.76
Orbital gap (alpha / beta) (eV): 9.67 / 8.48
Energy relative to the best compared isomer or geometry (same formula, charge and spin) (kJ/mol): 100.97
Total energy (eV): -13140.28509
LUMO level (alpha / beta) (eV): -13.886 / -16.941
Spin multiplicity: 4
Total charge: +3

Last column: Löwdin charge in e.
Cartesian coordinates (Å):
C  0.92167  -0.45667  2.84964  0.385
C  0.57624  -0.95132  1.69137  0.049
O  0.15558  -1.51515  0.74842  0.257
Li  -0.51516  -1.26451  -1.06233  0.854
H  1.87077  0.07239  2.93893  0.180
H  0.29318  -0.65178  3.71901  0.188
O  -0.79721  2.35364  -2.81402  0.113
C  -0.44145  1.45521  -2.05610  -0.264
Au  -1.38379  0.72663  -3.76493  1.473
O  -0.67984  0.23157  -2.24998  -0.234